[1]
Computed, not measured: C12H10Cl2F5N4O5ReSTe as an isolated structure in a non-equilibrium geometry, with ωB97M-V with the def2-TZVPD basis set.

Values from the calculation:
- LUMO (spin up / spin down): -5.5 / -5.9 eV
- Multiplicity: 4
- Energy above the lowest of the compared OMol25 structures with the same formula, charge and spin: 34.8 kcal/mol
- Kohn-Sham gap (spin up / spin down): 0.19666 / 0.18063 Ha
- Calculated total energy: -3222.42794 Ha
- Total charge: +1

XYZ file:
```
41
Properties=species:S:1:pos:R:3:forces:R:3:mulliken_spin:R:1
Re -1.622401 0.936082 0.671234 0.72 -0.42 -0.99 2.781
N 3.958671 -4.124930 -2.345974 -0.12 0.12 0.09 0.002
C 3.303243 -2.992307 -1.970983 0.15 -0.24 -0.07 0.002
C 2.324959 -2.428048 -2.799316 -0.11 0.06 -0.11 0.000
C 1.669906 -1.275329 -2.425833 -0.03 -0.13 0.06 0.002
C 1.987397 -0.672625 -1.211965 0.21 -0.23 -0.09 0.002
C 2.953296 -1.225383 -0.366276 -0.01 0.02 -0.05 0.003
C 3.593066 -2.380626 -0.738973 0.05 0.01 0.11 -0.001
S 1.238752 0.804763 -0.782305 -0.27 0.26 0.18 0.005
O 0.183938 1.115226 -1.710686 0.23 -0.04 0.00 0.013
O 2.192798 1.780624 -0.371324 -0.03 -0.04 0.02 0.006
N 0.321475 0.426501 0.614528 -0.13 -0.10 0.21 -0.009
C 0.626530 0.790824 1.907291 0.01 -0.07 -0.32 -0.003
N 1.762674 0.674456 2.547465 0.09 0.09 0.17 0.000
C 1.724466 1.059233 3.825974 0.07 -0.06 -0.15 0.023
C 0.576893 1.529695 4.464000 0.01 0.02 0.07 -0.001
C -0.576928 1.610806 3.722801 0.04 0.03 -0.09 -0.005
N -0.533143 1.251819 2.434745 -0.36 0.13 0.27 -0.046
H 3.799924 -4.538195 -3.245146 0.00 0.00 -0.03 0.000
H 4.694286 -4.505583 -1.781498 0.02 0.01 0.01 0.000
H 2.085570 -2.904254 -3.741965 0.01 0.03 0.00 0.000
H 0.913023 -0.839698 -3.063711 0.03 0.02 0.00 0.000
H 3.193638 -0.749639 0.577496 -0.01 0.02 -0.04 -0.001
H 4.334538 -2.824858 -0.086070 0.00 0.03 -0.02 0.000
H 2.657352 0.975157 4.370715 -0.01 0.01 0.00 0.000
H 0.589736 1.820578 5.502788 0.02 -0.01 0.00 0.001
H -1.516056 1.969557 4.120861 -0.02 -0.03 -0.01 -0.002
Cl -3.678525 2.551378 -2.376896 -0.03 -0.10 0.02 0.004
C -3.541710 3.120444 -0.755900 -0.04 -0.12 -0.07 0.018
Cl -3.912816 1.761061 0.525040 -0.90 0.79 0.30 0.001
C -2.132728 3.631361 -0.460985 0.65 -0.14 0.42 0.006
O -1.870180 4.740910 -0.794134 -0.02 0.05 -0.01 0.033
O -1.296275 2.789933 0.150318 -0.21 0.38 -0.37 0.083
H -4.307404 3.859418 -0.552553 0.01 0.02 0.14 -0.001
F -3.890959 -1.881691 -2.328420 0.06 -0.08 -0.39 0.001
Te -3.743188 -1.046078 -0.709786 0.74 -1.08 -0.60 0.037
F -3.318191 -2.741313 -0.193366 0.40 -0.41 0.22 0.004
F -5.130255 -0.068870 -1.410953 -0.14 0.65 -0.22 0.002
F -2.472419 -0.794553 1.197155 -0.05 -0.06 0.48 0.020
F -4.914022 -1.133300 0.687298 -0.34 0.09 0.49 0.003
O -2.228936 -0.072550 -1.094707 -0.70 0.51 0.36 0.018
```
Forces are in eV/Å.

[2]
Computed, not measured: a 2-piece molecular cluster, C5H16NO overall in a non-equilibrium geometry, with ωB97M-V with the def2-TZVPD basis set.

Values from the calculation:
- LUMO: -3.5 eV
- Energy above the lowest of the compared OMol25 structures with the same formula, charge and spin: 17.0 kcal/mol
- Kohn-Sham gap: 0.42259 Ha
- Calculated total energy: -329.85378 Ha
- Total charge: +1

XYZ file:
```
23
Properties=species:S:1:pos:R:3:forces:R:3:lowdin_charge:R:1
C -0.691368 1.091558 0.694069 -0.36 0.02 -0.60 -0.134
C -0.277357 -0.286988 0.224251 -0.06 -0.19 0.56 -0.180
C 1.216172 -0.558129 0.038455 -0.26 -0.11 0.46 -0.430
C 2.024413 -0.254448 1.304934 0.95 0.03 0.13 -0.061
C 1.394849 -2.033939 -0.350999 0.51 0.87 -0.25 -0.063
N -0.461209 2.095138 -0.412182 0.09 0.29 -0.32 0.207
H -0.152148 1.413780 1.568934 0.25 0.20 0.16 0.117
H -1.750641 1.130963 0.912614 -0.20 0.00 0.03 0.130
H -0.822689 -0.611187 -0.665586 -0.16 0.23 -0.03 0.122
H -0.637541 -0.912476 1.038257 -0.02 -0.40 0.06 0.136
H 1.574564 0.031189 -0.801215 0.22 0.28 -0.21 0.122
H 2.137762 -1.165896 1.888561 -0.32 -0.03 0.25 0.086
H 1.667784 0.536616 1.971114 -0.27 -0.13 -0.17 0.067
H 3.068463 0.028017 1.103381 -0.30 -0.05 -0.33 0.092
H 0.991332 -2.209307 -1.344691 -0.23 -0.28 0.03 0.085
H 2.460122 -2.225813 -0.400971 0.22 -0.22 -0.06 0.087
H 0.976945 -2.690860 0.399622 -0.28 -0.19 0.06 0.089
H -0.762336 3.056923 -0.245195 -0.03 -0.05 0.49 0.177
H 0.535809 2.134225 -0.632523 -0.04 -0.08 -0.21 0.167
H -0.986611 1.807052 -1.241585 0.15 -0.21 -0.12 0.169
H -3.569701 -0.615865 -2.241178 -0.16 0.10 -0.03 0.041
H -4.130317 0.006379 -0.961447 -0.07 0.04 -0.37 0.041
O -3.806294 0.233067 -1.846622 0.35 -0.11 0.48 -0.067
```
Forces are in eV/Å.

[3]
Computed, not measured: C33H44BInN9O2S as an isolated structure, with ωB97M-V with the def2-TZVPD basis set.

Values from the calculation:
- LUMO: 2.2 eV
- Energy above the lowest of the compared OMol25 structures with the same formula, charge and spin: 3.5 kcal/mol
- Kohn-Sham gap: 0.26608 Ha
- Calculated total energy: -2540.64221 Ha
- Total charge: -1

XYZ file:
```
91
Properties=species:S:1:pos:R:3:forces:R:3:lowdin_charge:R:1
In 0.590447 -0.321846 -0.045221 -0.09 0.10 0.00 0.649
C -4.667129 1.317355 -0.980291 -0.01 -0.01 0.00 -0.022
C -3.233676 1.396583 -1.385474 0.01 -0.01 0.00 -0.263
C -2.698944 1.756749 -2.599752 0.00 0.00 0.00 0.027
C -1.306287 1.643865 -2.447538 0.01 -0.02 -0.01 -0.249
N -1.022394 1.230260 -1.217399 0.02 0.02 -0.01 0.070
N -2.208655 1.091603 -0.563068 -0.02 0.02 -0.06 0.035
B -2.291650 0.816307 0.945870 -0.01 0.00 0.07 -0.520
N -2.252864 -0.689866 1.279024 -0.01 0.01 0.01 0.039
N -1.144475 -1.443049 1.057287 0.03 -0.08 0.02 0.066
C -1.402337 -2.678775 1.499927 -0.03 0.02 0.00 -0.210
C -2.708950 -2.703798 2.016510 0.01 0.00 0.01 0.023
C -3.207974 -1.431053 1.865038 -0.01 -0.01 -0.04 -0.259
C -4.550391 -0.908809 2.257970 0.00 0.01 0.02 -0.016
C -0.468933 -3.877367 1.574574 0.01 0.00 0.02 -0.523
C -1.264318 -5.132388 1.184207 -0.03 0.00 -0.02 -0.055
C -0.021601 -4.014466 3.040073 0.00 -0.01 -0.01 -0.031
C 0.763842 -3.831489 0.673866 0.03 0.00 0.03 -0.068
N -1.158545 1.562329 1.679222 0.03 -0.03 -0.02 0.046
N 0.152776 1.529845 1.291970 0.06 -0.03 0.05 0.081
C 0.817756 2.374962 2.083218 -0.04 0.02 -0.05 -0.216
C -0.075283 2.938177 3.006493 0.00 -0.01 0.02 0.027
C -1.306839 2.400123 2.720770 -0.01 0.04 -0.02 -0.258
C -2.611277 2.660626 3.397278 0.00 -0.01 0.01 -0.021
C 2.270444 2.785243 1.973099 -0.01 0.02 0.02 -0.534
C 2.975180 2.502549 3.304295 0.00 0.01 0.01 -0.029
C 2.292496 4.300103 1.704866 -0.01 0.00 -0.01 -0.047
C 3.013499 2.088420 0.846420 0.03 -0.01 -0.03 -0.051
C -0.280991 1.978722 -3.504431 0.01 0.00 0.00 -0.538
C -0.405767 0.981537 -4.663033 0.00 0.01 -0.01 -0.032
C -0.571719 3.393600 -4.024826 -0.01 0.01 0.00 -0.052
C 1.135385 1.940252 -2.947757 0.03 0.00 -0.01 -0.041
H -5.296049 1.632553 -1.811543 0.01 0.00 -0.01 0.078
H -4.943206 0.294774 -0.716555 0.00 0.01 0.00 0.076
H -4.883316 1.952819 -0.120836 0.00 0.00 0.00 0.076
H -3.244525 2.067597 -3.474997 0.00 0.00 0.00 0.109
H -3.335779 1.233053 1.349693 -0.01 0.01 0.00 0.108
H -3.223387 -3.540586 2.455604 -0.01 0.00 0.01 0.107
H -5.130342 -1.716050 2.702855 0.00 0.00 0.00 0.080
H -4.470101 -0.102770 2.987964 0.00 0.00 0.00 0.072
H -5.102739 -0.520913 1.402139 0.00 0.00 0.01 0.066
H -2.105892 -5.314634 1.853593 0.00 0.00 0.00 0.068
H -1.644646 -5.046225 0.164660 0.00 0.00 0.00 0.093
H -0.607682 -6.003278 1.232662 0.01 0.00 0.00 0.084
H -0.882546 -4.112839 3.704763 0.00 0.00 0.00 0.082
H 0.605208 -4.902248 3.152738 0.00 0.00 0.00 0.087
H 0.559309 -3.151794 3.361614 0.02 0.04 0.01 0.065
H 0.491275 -3.809217 -0.378505 -0.01 0.00 0.00 0.038
H 1.411074 -2.984270 0.887946 -0.02 0.00 0.00 0.045
H 1.353450 -4.732413 0.861991 0.00 0.00 -0.01 0.092
H 0.148144 3.657105 3.776119 0.00 0.00 0.00 0.112
H -2.450765 3.339927 4.232989 0.01 0.00 0.00 0.079
H -3.335582 3.111264 2.718175 0.00 0.00 0.00 0.081
H -3.047055 1.739298 3.785476 -0.01 0.00 0.00 0.075
H 2.496730 3.029743 4.132166 0.00 0.00 0.00 0.081
H 2.973397 1.439427 3.536950 0.00 -0.03 0.01 0.060
H 4.016474 2.826349 3.250559 0.00 0.00 0.00 0.091
H 1.791516 4.858547 2.497183 0.00 0.00 0.00 0.073
H 3.326981 4.645090 1.644554 0.00 -0.01 0.00 0.083
H 1.797316 4.531462 0.759139 0.00 0.00 0.00 0.089
H 3.141115 1.024641 1.023521 -0.01 -0.01 -0.01 0.058
H 2.508575 2.211961 -0.112674 -0.01 0.00 0.00 0.067
H 4.010410 2.525109 0.750161 0.00 -0.01 0.01 0.097
H -1.404808 1.018018 -5.104185 0.00 0.00 0.00 0.082
H 0.323346 1.221331 -5.441465 0.00 0.00 0.00 0.088
H -0.221436 -0.034260 -4.315825 0.00 -0.01 0.01 0.052
H -1.570838 3.465544 -4.458739 0.00 0.00 0.00 0.072
H -0.497089 4.127218 -3.219322 0.00 0.00 0.00 0.088
H 0.153076 3.656913 -4.798809 0.00 0.00 0.00 0.081
H 1.427896 0.936885 -2.648559 -0.01 -0.01 0.01 0.050
H 1.839650 2.276128 -3.713313 -0.01 0.00 0.00 0.094
H 1.236727 2.597172 -2.080749 0.00 0.00 0.01 0.082
O 4.221621 -1.516593 -1.029475 0.01 0.01 -0.03 0.069
C 3.147362 -1.153447 -1.470424 -0.02 -0.03 0.06 -0.589
O 2.453068 -0.170324 -0.967106 0.01 0.03 0.01 -0.177
C 2.614638 -1.789633 -2.736467 0.03 0.01 -0.03 -0.143
C 3.586462 -2.141670 -3.674325 -0.01 -0.01 -0.01 -0.034
C 3.259219 -2.698666 -4.895960 0.02 0.00 0.01 -0.101
C 1.921262 -2.936631 -5.185189 -0.01 0.01 0.00 -0.106
C 0.948019 -2.615265 -4.259554 0.00 -0.01 -0.01 -0.153
C 1.263198 -2.032185 -3.022276 0.01 0.00 0.00 -0.574
S -0.122680 -1.757654 -1.965915 0.00 0.00 0.04 0.698
H 4.619064 -1.965272 -3.403026 0.00 0.00 0.00 0.114
H 4.034262 -2.950104 -5.608905 0.00 0.00 0.00 0.091
H 1.632578 -3.376681 -6.132580 0.00 0.00 0.00 0.094
H -0.094040 -2.813045 -4.480979 0.00 0.00 0.01 0.090
N 4.620284 -0.484520 5.075235 0.01 -0.01 0.00 0.075
C 3.771909 -0.987594 4.467097 -0.02 -0.03 0.03 -0.428
N 2.786977 -1.630653 3.861924 0.06 0.06 -0.07 0.071
C 2.275402 -1.191404 2.771401 -0.12 -0.01 0.10 -0.321
N 1.696676 -0.893427 1.804188 0.08 -0.06 -0.09 0.134
```
Forces are in eV/Å.

[4]
Computed, not measured: a 2-piece molecular cluster, C4H12S2 overall in a non-equilibrium geometry, with ωB97M-V with the def2-TZVPD basis set.

Values from the calculation:
- LUMO: 1.0 eV
- SMILES: CSC.CSC
- Energy above the lowest of the compared OMol25 structures with the same formula, charge and spin: 37.5 kcal/mol
- Kohn-Sham gap: 0.33834 Ha
- Calculated total energy: -955.90476 Ha
- Total charge: 0

XYZ file:
```
18
Properties=species:S:1:pos:R:3:forces:R:3:lowdin_charge:R:1
C -2.704202 1.308394 1.043376 2.79 -0.63 2.38 -0.369
S -1.502007 -0.132302 0.658159 -0.90 1.79 -0.52 0.685
C -2.388648 -1.539567 1.285719 0.98 -1.21 0.17 -0.471
H -2.865140 1.244826 2.210083 0.11 0.48 -2.44 0.069
H -2.032977 2.168207 0.769493 -0.92 -0.58 0.54 0.022
H -3.609613 1.359639 0.490096 -0.68 -0.36 -0.49 0.003
H -2.385128 -2.357429 0.523559 0.10 0.58 0.77 0.043
H -3.400819 -1.270185 1.478900 -0.76 0.11 0.26 0.013
H -1.868231 -1.843206 2.223826 -0.70 -0.17 -0.68 0.037
C 3.139369 -0.000829 0.314692 -2.59 -2.37 -0.85 -0.382
S 2.061214 -0.402871 -1.197934 -0.30 0.44 -0.53 0.622
C 1.085837 1.112874 -1.801397 -0.20 -1.32 0.51 -0.404
H 4.094403 0.377087 -0.040713 -0.26 0.57 0.70 0.012
H 2.373666 0.487382 0.976073 1.71 0.11 -0.22 0.033
H 3.228353 -1.107478 0.650011 0.20 1.99 -0.22 0.041
H 1.760857 1.871664 -2.104506 0.73 0.53 -0.82 -0.008
H 0.584543 1.557871 -0.938388 -0.54 -0.39 -0.22 -0.009
H 0.378653 0.789175 -2.656394 1.23 0.42 1.67 0.066
```
Forces are in eV/Å.